Computed, not measured: C31H38AuN7O5S as an isolated structure, with the ωB97M-V functional and the def2-TZVPD basis.

The geometry in XYZ format:
```
83
Properties=species:S:1:pos:R:3
Au 0.08074 -0.25022 -0.11530
C 0.80829 2.74986 5.84930
C 0.86398 2.52447 4.36047
C 1.29611 3.52838 3.50694
C 1.28461 3.30427 2.13709
C 1.66815 4.38546 1.16274
C 0.89366 2.06976 1.64859
C 0.48497 1.00072 2.47663
C 0.45188 1.30025 3.85094
N 0.16223 -0.24727 1.91827
C -0.36321 -1.46150 2.61294
C 0.20862 -2.68063 1.87542
C 0.06550 -1.64180 4.08012
C -1.89481 -1.46650 2.60583
H 1.10645 3.76610 6.10426
H 1.47054 2.06154 6.37793
H -0.20190 2.58914 6.22991
H 1.60468 4.48915 3.90239
H 1.82384 5.33640 1.67064
H 0.88524 4.52040 0.41395
H 2.59089 4.13349 0.63401
H 0.84281 1.99248 0.57174
H 0.07858 0.59406 4.56259
H 1.28841 -2.75391 2.02814
H -0.00316 -2.67394 0.80432
H -0.24005 -3.59113 2.27506
H 1.13023 -1.45773 4.23747
H -0.13090 -2.68489 4.33146
H -0.51694 -1.04236 4.77173
H -2.29884 -1.46479 1.60200
H -2.26644 -0.57349 3.10963
H -2.27042 -2.35093 3.12580
O -1.69686 -2.81962 -0.68363
C -2.31908 -1.78692 -0.67769
O -1.88029 -0.57358 -0.46054
H -3.40585 -1.74660 -0.88260
N 7.54640 0.28804 -0.12282
C 6.40049 0.22649 -0.10874
C 4.96539 0.14889 -0.09181
C 4.29739 -0.32880 1.02529
C 2.91688 -0.38426 1.00227
N 2.20850 0.00211 -0.06186
C 2.85293 0.46860 -1.13839
C 4.22654 0.55912 -1.19521
H 4.83524 -0.64926 1.90519
H 2.33890 -0.73179 1.84423
H 2.24401 0.78725 -1.96882
H 4.70783 0.94034 -2.08370
S -2.22867 2.21023 1.21557
C -3.44810 1.67502 0.23409
N -3.29808 1.80295 -1.13305
C -4.15506 1.28946 -2.02665
C -5.28200 0.66476 -1.59219
C -5.44230 0.60508 -0.18823
N -4.59410 1.07692 0.68292
H -2.39822 2.16111 -1.44564
H -3.88723 1.41091 -3.06758
H -6.00607 0.24729 -2.27298
H -6.32929 0.13139 0.22467
C -2.08759 -1.98615 -4.14308
C -0.73409 -2.62382 -4.43137
C 0.50039 -1.69498 -4.24258
C 1.75169 -2.40087 -4.77686
C 3.03594 -1.61335 -4.54536
C 0.24313 -0.43551 -5.04335
O 0.36952 -0.36679 -6.24233
N -0.21406 0.64805 -4.32154
C -0.33169 0.74854 -2.94080
O -0.81541 1.75983 -2.45565
N 0.16553 -0.27497 -2.19320
C 0.65356 -1.44275 -2.74724
O 1.18711 -2.26881 -2.03601
H -2.87424 -2.73658 -4.22245
H -2.31806 -1.19428 -4.85869
H -2.13735 -1.56289 -3.14162
H -0.70899 -2.97259 -5.46572
H -0.57076 -3.48759 -3.78441
H 1.59843 -2.55848 -5.84460
H 1.81420 -3.37583 -4.29401
H 2.95913 -0.60122 -4.95195
H 3.87794 -2.09576 -5.04145
H 3.27087 -1.55221 -3.48110
H -0.48177 1.47317 -4.83950
```

Output
E_HOMO in eV: -7.4
Total energy in hartree: -2497.48603
Orbital gap in eV: 6.03